{
  "formula": "C4H11N3O",
  "method": "ωB97M-V/def2-TZVPD",
  "orbital_gap_ev": 8.825,
  "total_charge": 0,
  "lumo_energy_ev": 0.734,
  "symbols": ["C", "N", "N", "H", "H", "H", "H", "H", "H", "C", "C", "C", "N", "O", "H", "H", "H", "H", "H"],
  "coordinates": [[2.291, -0.526, -0.288], [1.014, -0.044, 0.231], [1.170, 0.823, 1.340], [0.404, -0.973, 0.130], [1.234, 1.781, 1.005], [0.331, 0.734, 1.912], [2.686, -1.217, 0.460], [2.991, 0.277, -0.512], [2.083, -1.162, -1.146], [-1.538, 1.438, 0.067], [-0.666, 0.384, -0.555], [-1.464, -1.312, 0.040], [-1.698, -2.172, -0.858], [-0.382, 0.322, -1.731], [-1.146, -1.964, -1.702], [-1.970, -1.476, 1.004], [-1.687, 1.275, 1.134], [-1.134, 2.433, -0.131], [-2.520, 1.380, -0.401]],
  "lowdin_charge": [-0.06, -0.23, 0.05, 0.14, 0.09, 0.08, 0.09, 0.08, 0.09, -0.04, -0.49, -0.18, 0.05, -0.02, 0.04, 0.07, 0.07, 0.09, 0.10]
}